No. 1
This record from the Open Molecules 2025 dataset describes C38H35FN3P2Ru as an isolated structure at a distorted geometry. The level of theory is the ωB97M-V functional and the def2-TZVPD basis.

Properties
E_LUMO (alpha / beta) = -0.378 / -0.432 Ha
gap between HOMO and LUMO (alpha / beta) = 5.38 / 3.91 eV
<S²> = 6.043
charge = +3
HOMO energy (alpha / beta) = -15.67 / -15.66 eV
spin multiplicity = 5

Cartesian coordinates (Å):
Ru 0.08444 0.48398 0.31396
C -1.39622 -0.74890 3.05788
C -2.52209 -0.57126 2.03225
P -1.91605 -0.78735 0.28707
C -2.00636 -2.58108 0.05112
C -3.13610 -3.16132 -0.52395
C -3.27342 -4.54099 -0.51124
C -2.28962 -5.34284 0.05100
C -1.13915 -4.76780 0.57660
C -0.99386 -3.39127 0.57234
C -3.14748 0.02735 -0.74853
C -2.73765 0.71705 -1.89367
C -3.68062 1.30831 -2.71749
C -5.02918 1.22580 -2.40173
C -5.43781 0.55466 -1.25488
C -4.50507 -0.03947 -0.42294
C -0.48933 0.48840 3.01756
P 1.31717 0.36352 3.47741
C 1.79171 -1.09226 4.37394
C 3.15319 -1.47000 4.24667
C 3.63944 -2.52918 4.97438
C 2.80036 -3.19331 5.87493
C 1.46210 -2.81002 6.02257
C 0.96219 -1.74598 5.30882
C 2.15602 0.25237 1.84157
C 2.98180 1.28962 1.39376
C 3.77291 1.10677 0.26717
C 3.74951 -0.10209 -0.42154
C 2.91963 -1.13239 -0.00449
C 2.10296 -0.96506 1.11634
H -0.84377 -1.66886 2.85271
H -1.83018 -0.84525 4.05351
H -2.96020 0.42698 2.11781
H -3.31177 -1.30330 2.20190
H -3.90317 -2.54842 -0.97540
H -4.15490 -4.98909 -0.94986
H -2.41191 -6.41735 0.06537
H -0.35619 -5.39522 0.98143
H -0.08694 -2.94558 0.96710
H -1.68623 0.79627 -2.13617
H -3.36579 1.83149 -3.61072
H -5.76400 1.69252 -3.04353
H -6.48918 0.49580 -1.00757
H -4.83858 -0.54787 0.47356
H -0.92389 1.29810 3.60787
H -0.49250 0.92314 1.99054
H 3.81514 -0.92952 3.58121
H 4.67363 -2.82690 4.86875
H 3.19990 -3.98984 6.48967
H 0.82202 -3.33677 6.71750
H -0.06008 -1.42872 5.46691
H 3.04094 2.21469 1.95352
H 4.43535 1.90043 -0.05400
H 4.39819 -0.25124 -1.27477
H 2.94557 -2.09187 -0.50537
H 1.60802 -1.82865 1.54643
C 1.14564 -0.83351 -3.60363
C 0.53113 -0.73161 -2.37712
N 0.65646 0.38317 -1.62756
C 1.35345 1.43165 -2.08979
C 1.98810 1.40816 -3.32685
C 1.90010 0.23436 -4.07584
C 2.81318 2.53156 -3.79333
C 2.53392 3.83819 -3.81499
C 1.26777 4.49245 -3.45653
C 1.12478 5.86745 -3.64577
C -0.12503 6.40879 -3.36070
N -1.11392 5.66120 -2.90843
C -0.89152 4.37065 -2.72558
N 0.25483 3.76288 -2.98976
H 1.03468 -1.73979 -4.18238
H -0.07420 -1.53716 -1.98061
H 1.37852 2.32089 -1.47880
H 2.39746 0.17402 -5.03594
H 3.76800 2.22248 -4.20983
H 3.29137 4.50566 -4.20780
H 1.93911 6.48087 -4.00536
H -0.33359 7.46242 -3.50534
H -1.70490 3.77166 -2.33388
F 0.21178 2.43332 0.40056

***

No. 2
This record from the Open Molecules 2025 dataset describes C38H35InO4P2S as an isolated structure at a distorted geometry. The level of theory is the ωB97M-V functional and the def2-TZVPD basis.

Properties
E_LUMO = -0.267 Ha
gap between HOMO and LUMO = 7.07 eV
charge = +2
HOMO energy = -14.33 eV

Cartesian coordinates (Å):
In 0.17135 -0.17863 -0.22143
P -1.65096 -1.42626 -1.18294
C -0.27857 -1.03210 1.66623
O -0.54243 -1.47312 2.71840
P 2.07766 0.94824 0.78859
C -2.81599 -2.21737 -0.05327
C -1.05281 -2.73994 -2.23931
C -2.61504 -0.28250 -2.17858
C 1.85010 2.72368 0.89564
C 2.54959 0.43761 2.44947
C 3.46595 0.60242 -0.28236
C -4.16057 -1.82171 -0.00994
C -5.04857 -2.48404 0.83101
C -4.60788 -3.54015 1.63369
C -3.26957 -3.93276 1.58906
C -2.37260 -3.27419 0.74743
H -4.50443 -1.00369 -0.64122
H -6.09147 -2.17008 0.86212
H -5.30768 -4.05295 2.29390
H -2.91494 -4.75320 2.21438
H -1.32662 -3.58027 0.71882
C -3.04223 0.93122 -1.62396
C -3.86318 1.78534 -2.35709
C -4.24498 1.43982 -3.65368
C -3.80538 0.23615 -4.21424
C -2.99084 -0.62616 -3.48267
H -2.72048 1.20054 -0.62493
H -4.19287 2.72472 -1.91489
H -4.87784 2.11100 -4.23332
H -4.09324 -0.03144 -5.23040
H -2.64256 -1.56116 -3.91863
C -1.89836 -3.82654 -2.50121
C -1.48052 -4.84314 -3.35806
C -0.22027 -4.78201 -3.95855
C 0.62241 -3.69799 -3.69667
C 0.21381 -2.67536 -2.84004
H -2.87714 -3.88207 -2.02547
H -2.14293 -5.68602 -3.55445
H 0.10410 -5.58016 -4.62699
H 1.60656 -3.64714 -4.16405
H 0.86751 -1.82334 -2.63660
C 3.78304 -0.19521 2.67791
C 4.15123 -0.54277 3.97410
C 3.30171 -0.26546 5.04853
C 2.07527 0.36275 4.82023
C 1.69757 0.71104 3.52347
H 4.44754 -0.40323 1.83878
H 5.10898 -1.03117 4.14607
H 3.59386 -0.54036 6.06198
H 1.40373 0.58040 5.65306
H 0.73614 1.19770 3.34559
C 0.97245 3.41255 0.04826
C 0.86338 4.79685 0.13375
C 1.64126 5.50865 1.05092
C 2.52123 4.82618 1.89288
C 2.62707 3.43714 1.81736
H 0.36906 2.85988 -0.66452
H 0.17377 5.32474 -0.52510
H 1.55904 6.59388 1.11228
H 3.12911 5.37234 2.61447
H 3.30748 2.90659 2.48430
C 4.42703 1.59243 -0.52494
C 5.53769 1.29215 -1.31066
C 5.69518 0.01329 -1.85387
C 4.73268 -0.97003 -1.61303
C 3.61259 -0.67985 -0.83450
H 4.29806 2.58988 -0.10705
H 6.28121 2.06414 -1.50527
H 6.56390 -0.21265 -2.47226
H 4.84670 -1.96683 -2.03923
H 2.84004 -1.43289 -0.65998
H -0.61359 3.50526 -3.25406
H -0.13418 3.13693 -3.70872
C -1.67393 1.88851 3.58421
S -2.10911 1.47995 1.72870
O -2.82373 0.21084 1.73788
O -2.96377 2.60944 1.40224
O -0.95677 1.50779 0.60851
H -2.61215 2.26032 4.02712
H -0.93144 2.68988 3.63510
H -1.35537 0.99370 4.12168

***

No. 3
This record from the Open Molecules 2025 dataset describes C38H36AsBaCl5F10N6O2S2 as an isolated structure at a distorted geometry. The level of theory is the ωB97M-V functional and the def2-TZVPD basis.

Properties
E_LUMO = 0.137 Ha
gap between HOMO and LUMO = 5.83 eV
charge = -2
HOMO energy = -2.11 eV

Cartesian coordinates (Å):
Ba 0.15710 0.17050 -0.83480
C 1.76370 -1.11350 1.93090
N 1.37250 0.24360 1.57560
C 2.55590 1.05540 1.31150
C 3.09860 0.88660 -0.10740
N 2.27460 1.55350 -1.08100
C 2.68910 2.60320 -1.73200
C 1.94910 3.04530 -2.87800
F 0.84280 2.32960 -3.25190
C 2.27740 4.11020 -3.67690
F 1.49560 4.39710 -4.74930
C 3.39600 4.89030 -3.40510
F 3.71970 5.95680 -4.18510
C 4.16110 4.52930 -2.30150
F 5.25850 5.26490 -1.99640
C 3.83240 3.45590 -1.50550
F 4.65800 3.26820 -0.43020
C 0.57570 0.74780 2.69400
C 0.06310 2.17650 2.56870
N -0.87960 2.33190 1.49470
C -1.54370 3.44700 1.41830
C -2.62150 3.57950 0.48050
F -2.91050 2.51610 -0.33150
C -3.39220 4.70190 0.31390
F -4.35460 4.70520 -0.64690
C -3.20140 5.83010 1.10790
F -3.96980 6.94590 0.95770
C -2.18040 5.77340 2.05230
F -1.96140 6.84840 2.85280
C -1.38550 4.66110 2.19210
F -0.38110 4.78770 3.11220
H 2.32770 -1.56470 1.12250
H 0.86140 -1.70430 2.09880
H 2.37250 -1.12980 2.84950
H 3.35650 0.82480 2.03410
H 2.29350 2.10650 1.41810
H 3.09600 -0.17020 -0.37700
H 4.13950 1.21820 -0.13240
H 1.16090 0.69040 3.62970
H -0.28540 0.07970 2.78650
H 0.90050 2.88070 2.46600
H -0.42370 2.40620 3.52730
Cl 0.00020 -3.54300 4.42700
C -1.48970 -3.09630 3.63580
C -1.40420 -2.24910 2.53590
C -2.64500 -1.95650 1.96430
Cl -2.66960 -0.89910 0.58150
C -3.84960 -2.48420 2.41200
Cl -5.34260 -2.13500 1.60860
C -3.85880 -3.32620 3.51970
Cl -5.34270 -4.00130 4.09390
C -2.66210 -3.62970 4.15480
Cl -2.69220 -4.64910 5.56350
S 2.37520 -1.15880 -3.15140
C 0.96740 -1.94720 -3.47300
N -0.20530 -1.73510 -2.94500
C -1.17840 -2.53870 -3.43510
C -2.52410 -2.51810 -3.06700
C -3.39360 -3.42530 -3.64090
C -2.96150 -4.34640 -4.58990
C -1.63330 -4.37040 -4.98770
C -0.75560 -3.47710 -4.40790
S 0.94940 -3.28580 -4.70320
H -2.85610 -1.78700 -2.34310
H -4.43410 -3.41250 -3.35040
H -3.66180 -5.04970 -5.02170
H -1.28710 -5.06570 -5.74000
C -1.60070 1.60900 -4.94400
As -2.08460 1.98910 -3.08960
C -1.70230 3.88480 -2.82140
C -4.03950 1.82700 -3.12290
O -1.45770 0.89770 -2.09140
H -2.35110 2.00720 -5.62680
H -1.53570 0.52470 -5.04920
H -0.63240 2.04500 -5.17140
H -2.23140 4.44170 -3.59480
H -0.63630 4.06820 -2.90500
H -2.03510 4.21320 -1.84160
H -4.50310 2.66730 -3.63840
H -4.39750 1.77820 -2.09700
H -4.30180 0.89400 -3.62980
C 0.14790 -6.08860 -0.88520
N 0.28180 -4.73720 -0.40460
C -0.94020 -4.01130 -0.10970
C 1.39940 -3.98370 -0.55920
O 1.37360 -2.76540 -0.52620
N 2.58850 -4.68760 -0.79020
C 3.68940 -3.85730 -1.23820
C 3.00530 -5.68670 0.17070
H -0.69040 -6.14890 -1.58270
H -0.03780 -6.77970 -0.05520
H 1.05210 -6.38670 -1.40960
H -1.76620 -4.71130 -0.03200
H -1.15130 -3.27450 -0.88600
H -0.82800 -3.47640 0.83730
H 3.31830 -3.14060 -1.96730
H 4.43450 -4.49780 -1.70950
H 4.15400 -3.30070 -0.41580
H 2.14720 -6.15140 0.64490
H 3.62810 -5.24060 0.95580
H 3.59360 -6.45160 -0.34330